Computed, not measured: a 5-piece molecular cluster, C7H10Cl16N4O2P overall, with ωB97M-V/def2-TZVPD.

Each line ends with the natural charge from an NBO analysis.
Cartesian coordinates (Å):
C 1.99 -1.13 2.05  -0.431
N 0.82 -1.61 2.81  -0.608
C -0.06 -0.58 3.23  -0.064
N -0.87 0.04 2.09  -0.506
N -1.16 1.41 2.45  -0.424
C -2.40 1.66 2.45  0.844
O -3.40 2.20 2.65  -0.392
P -2.45 -0.85 1.60  1.458
N -2.64 -2.27 2.45  -1.124
O -2.13 -1.37 0.11  -0.951
H 2.87 -1.03 2.67  0.224
H 2.15 -1.82 1.23  0.219
H 1.80 -0.15 1.61  0.179
H 0.34 -2.36 2.33  0.361
H -0.70 -0.91 4.04  0.217
H 0.53 0.25 3.63  0.238
H -0.27 0.11 1.26  0.426
H -1.95 -2.99 2.25  0.404
H -2.67 -2.09 3.45  0.413
H -1.22 -1.21 -0.18  0.512
C 3.24 0.22 -1.82  -0.219
Cl 2.99 1.33 -3.17  0.088
Cl 1.70 0.04 -0.92  -0.028
Cl 3.72 -1.35 -2.43  0.102
Cl 4.48 0.84 -0.73  0.083
C 1.61 3.93 0.49  -0.225
Cl 2.06 2.92 1.89  0.022
Cl 2.43 5.48 0.60  0.089
Cl 2.08 3.09 -0.99  0.054
Cl -0.14 4.19 0.49  0.049
C -5.16 2.11 -1.23  -0.230
Cl -4.59 2.26 0.44  0.035
Cl -6.65 3.04 -1.43  0.081
Cl -3.92 2.73 -2.32  0.057
Cl -5.46 0.41 -1.59  0.052
C 2.61 -3.31 -6.29  -0.227
Cl 3.76 -4.51 -5.71  0.059
Cl 2.66 -1.89 -5.23  0.035
Cl 3.02 -2.83 -7.94  0.072
Cl 0.98 -4.00 -6.27  0.058

Calculated values
charge = +1
ΔE to the lowest compared entry with this formula, charge and spin = 0.000 eV
HOMO energy = -12.9 eV
gap between HOMO and LUMO = 9.33 eV



Computed, not measured: a 2-piece molecular cluster, C7H10Cl2OSSi overall, with ωB97M-V/def2-TZVPD.

Each line ends with the Mulliken spin population.
Cartesian coordinates (Å):
C -2.11 1.33 -3.44  0.064
C -0.76 1.42 -2.97  -0.136
C -2.93 0.99 -2.40  -0.001
C -0.63 1.31 -1.63  0.982
C -0.06 -1.01 2.00  -0.002
C 1.33 -1.20 1.39  0.007
C 0.70 2.43 1.70  0.069
O 1.84 -0.12 0.62  0.065
Si 1.52 1.42 0.32  0.807
S -2.16 0.94 -0.84  0.022
Cl 1.64 2.47 3.19  0.051
Cl 3.14 2.36 -0.40  0.063
H -2.28 1.10 -4.49  0.002
H -0.04 1.81 -3.67  0.018
H -3.89 0.66 -2.51  0.006
H 0.11 -0.72 3.05  0.000
H -0.47 -0.18 1.52  0.003
H -0.54 -2.00 1.93  0.001
H 1.12 -1.92 0.68  -0.005
H 2.08 -1.47 2.04  0.003
H 0.54 3.50 1.56  -0.012
H -0.24 1.86 1.79  -0.007

Calculated values
charge = 0
multiplicity = 3
<S²> = 2.0165
ΔE to the lowest compared entry with this formula, charge and spin = 2.370 eV
HOMO energy (spin up / spin down) = -6.1 / -9.2 eV
gap between HOMO and LUMO (spin up / spin down) = 6.73 / 6.76 eV



Computed, not measured: a 3-piece molecular cluster, C7H10ClF7NO10S3 overall, with ωB97M-V/def2-TZVPD.

Each line ends with the natural charge from an NBO analysis.
Cartesian coordinates (Å):
O -3.25 2.26 1.60  -0.768
S -2.34 1.30 0.90  1.995
O -2.00 0.21 1.90  -0.741
N -3.24 0.51 -0.39  -0.783
Cl -3.82 1.57 -1.63  0.321
C -0.85 2.28 0.32  0.454
F -0.79 2.50 -1.07  -0.292
F -0.94 3.56 0.93  -0.251
C 0.56 1.67 0.78  0.570
F 0.66 1.46 2.17  -0.267
F 1.52 2.70 0.50  -0.278
C 1.03 0.39 -0.07  0.930
F 1.90 0.87 -1.08  -0.303
F 1.79 -0.49 0.73  -0.273
F -0.02 -0.27 -0.73  -0.331
H -4.09 0.08 0.07  0.511
H -2.70 -0.31 -0.76  0.491
C -2.58 -4.47 3.56  -0.103
C -4.02 -4.44 4.04  -0.106
O -4.46 -3.10 3.80  -0.667
S -3.72 -2.53 2.48  2.518
O -4.60 -2.68 1.36  -0.913
O -3.11 -1.27 2.81  -0.889
O -2.56 -3.66 2.38  -0.679
H -1.91 -4.02 4.29  0.200
H -2.25 -5.48 3.33  0.226
H -4.11 -4.69 5.10  0.229
H -4.65 -5.11 3.45  0.201
C 4.46 1.18 -3.01  -0.100
C 4.22 2.66 -3.26  -0.103
O 5.43 3.13 -3.85  -0.674
S 6.09 1.94 -4.73  2.511
O 5.72 2.13 -6.10  -0.879
O 7.45 1.77 -4.32  -0.872
O 5.21 0.72 -4.14  -0.677
H 5.06 1.02 -2.11  0.193
H 3.52 0.62 -2.93  0.202
H 4.00 3.20 -2.35  0.209
H 3.41 2.81 -3.99  0.189

Calculated values
charge = +1
ΔE to the lowest compared entry with this formula, charge and spin = 3.872 eV
HOMO energy = -12.9 eV
gap between HOMO and LUMO = 6.84 eV



Computed, not measured: an isolated ion of composition C7H10ClN2O2 and charge +1, with ωB97M-V/def2-TZVPD.

Each line ends with the natural charge from an NBO analysis.
Cartesian coordinates (Å):
C 2.49 2.65 -0.24  0.454
N 1.70 1.92 0.16  -0.122
C 0.82 0.94 0.46  -0.151
C -0.56 1.22 -0.13  -0.449
C -1.52 0.17 0.21  -0.168
Cl -1.89 0.27 2.03  -0.072
C -1.16 -1.19 -0.25  -0.438
C 0.23 -1.49 0.39  -0.454
C 1.29 -0.53 -0.02  -0.053
N 2.71 -0.82 0.78  0.561
O 3.22 -1.90 0.75  -0.301
O 3.10 0.19 1.28  -0.393
H 2.92 3.57 -0.45  0.289
H 0.66 0.96 1.51  0.288
H -0.84 2.23 0.26  0.255
H -0.50 1.58 -1.17  0.250
H -2.59 0.40 -0.24  0.272
H -1.32 -1.32 -1.38  0.253
H -1.82 -1.87 0.24  0.257
H 0.18 -1.57 1.42  0.241
H 0.59 -2.39 0.01  0.254
H 1.52 -0.56 -1.05  0.228

Calculated values
charge = +1
SMILES = C#[N+][C@H]1C[C@H](Cl)CC[C@@H]1[N+](=O)[O-]
ΔE to the lowest compared entry with this formula, charge and spin = 4.138 eV
HOMO energy = -14.3 eV
gap between HOMO and LUMO = 9.21 eV



Computed, not measured: one molecule with the formula C7H10F2, with ωB97M-V/def2-TZVPD.

Each line ends with the natural charge from an NBO analysis.
Cartesian coordinates (Å):
C -0.64 -3.36 0.60  -0.368
C -0.94 -2.07 0.50  -0.230
C -1.06 -1.17 -0.70  0.654
F -2.37 -0.59 -0.49  -0.379
F -1.19 -1.79 -1.91  -0.337
C -0.03 -0.17 -0.74  -0.316
C -0.14 1.00 -1.70  -0.389
C -0.36 1.20 -0.25  -0.205
C 0.74 1.85 0.63  -0.606
H -0.71 -3.77 1.59  0.202
H -0.71 -4.07 -0.21  0.212
H -1.32 -1.54 1.38  0.219
H 1.08 -0.45 -0.63  0.240
H -0.90 0.83 -2.33  0.221
H 0.74 1.45 -2.09  0.216
H -1.33 1.27 0.17  0.234
H 1.59 2.02 0.02  0.202
H 1.07 1.06 1.38  0.212
H 0.44 2.84 1.09  0.220

Calculated values
charge = 0
SMILES = C=CC(F)(F)[C@H]1C[C@@H]1C
ΔE to the lowest compared entry with this formula, charge and spin = 1.751 eV
HOMO energy = -10.2 eV
gap between HOMO and LUMO = 11.26 eV



Computed, not measured: one molecule with the formula C7H10F2N2O4, with ωB97M-V/def2-TZVPD.

Each line ends with the natural charge from an NBO analysis.
Cartesian coordinates (Å):
C -2.51 0.15 -0.87  -0.291
O -1.32 1.00 -0.42  -0.371
N -0.47 0.46 0.51  -0.146
C -0.49 0.39 1.86  0.649
C -1.48 1.35 2.59  -0.707
O 0.41 -0.10 2.52  -0.616
C 0.76 -0.57 -0.35  0.261
N 0.56 -1.88 0.23  0.513
O -0.58 -2.20 0.38  -0.368
O 1.55 -2.49 0.47  -0.341
C 0.81 -0.35 -1.90  -0.499
C 2.27 0.13 -1.71  0.703
F 2.44 1.38 -2.17  -0.329
F 3.16 -0.56 -2.39  -0.322
C 2.22 -0.09 -0.23  -0.542
H -2.58 0.31 -1.93  0.202
H -3.53 0.28 -0.35  0.194
H -2.25 -0.83 -0.45  0.221
H -2.44 0.79 2.67  0.226
H -1.06 1.45 3.64  0.253
H -1.59 2.23 1.93  0.236
H 0.56 -1.25 -2.45  0.247
H 0.31 0.46 -2.27  0.259
H 2.34 0.81 0.43  0.271
H 2.92 -0.86 0.24  0.297

Calculated values
charge = 0
SMILES = CON(C(C)=O)C1([N+](=O)[O-])CC(F)(F)C1
ΔE to the lowest compared entry with this formula, charge and spin = 0.000 eV
HOMO energy = -9.9 eV
gap between HOMO and LUMO = 9.66 eV



Computed, not measured: one molecule with the formula C7H10FNO, with ωB97M-V/def2-TZVPD.

Each line ends with the natural charge from an NBO analysis.
Cartesian coordinates (Å):
C -1.63 0.98 1.44  -0.649
C -1.74 -0.39 0.74  -0.087
O -1.03 -0.49 -0.46  -0.601
C 0.46 -1.33 -0.26  0.718
F 0.01 -2.46 0.14  -0.299
C 1.12 -1.29 -1.60  -0.310
C 1.80 -0.18 -1.87  -0.100
C 2.08 0.96 -0.81  -0.541
C 1.80 0.40 0.52  0.195
N 1.12 -0.64 0.79  -0.460
H -0.54 0.90 1.75  0.219
H -1.95 1.88 0.79  0.211
H -2.25 1.08 2.35  0.212
H -2.71 -0.86 0.50  0.178
H -1.33 -1.13 1.45  0.169
H 1.09 -1.96 -2.46  0.249
H 2.46 0.08 -2.79  0.217
H 3.13 1.27 -0.89  0.235
H 1.50 1.79 -1.06  0.260
H 2.32 0.90 1.36  0.184

Calculated values
charge = 0
SMILES = CCO[C@@]1(F)C=CCC=N1
ΔE to the lowest compared entry with this formula, charge and spin = 1.780 eV
HOMO energy = -9.3 eV
gap between HOMO and LUMO = 9.89 eV



Computed, not measured: an isolated ion of composition C7H10IN2 and charge +1, with ωB97M-V/def2-TZVPD.

Each line ends with the natural charge from an NBO analysis.
Cartesian coordinates (Å):
N -1.90 1.37 -1.98  -0.710
C -1.38 0.34 -1.32  0.125
C -1.98 -0.35 -0.30  -0.323
I -3.97 0.16 0.29  0.169
C -1.36 -1.44 0.35  -0.062
C -0.06 -1.90 0.22  -0.362
C 1.17 -1.34 -0.14  -0.005
C 1.84 -0.17 0.23  -0.407
C 1.53 0.67 1.28  0.192
N 2.31 1.66 1.68  -0.690
H -1.44 1.75 -2.79  0.420
H -2.81 1.74 -1.72  0.423
H -0.41 0.00 -1.65  0.224
H -2.03 -2.09 0.89  0.237
H 0.00 -2.97 0.36  0.254
H 1.80 -2.02 -0.70  0.229
H 2.79 0.00 -0.26  0.225
H 0.62 0.52 1.85  0.222
H 2.09 2.20 2.50  0.425
H 3.18 1.86 1.19  0.416

Calculated values
charge = +1
SMILES = N/C=C(I)/C=C\C=C/C=[NH2+]
ΔE to the lowest compared entry with this formula, charge and spin = 0.737 eV
HOMO energy (spin up / spin down) = -11.3 / -11.3 eV
gap between HOMO and LUMO (spin up / spin down) = 6.39 / 6.39 eV



Computed, not measured: an isolated ion of composition C7H10IO3 and charge -1, with ωB97M-V/def2-TZVPD.

Each line ends with the natural charge from an NBO analysis.
Cartesian coordinates (Å):
C 1.08 -0.19 2.20  -0.605
C 0.79 -0.04 0.69  -0.377
C 2.03 -0.60 -0.13  -0.574
C -0.35 -0.84 0.21  0.658
O -0.54 -2.02 0.38  -0.574
C -1.48 0.19 -0.69  -0.282
C -1.30 0.03 -2.24  -0.656
I -3.34 -0.71 -0.03  0.024
C -1.43 1.71 -0.17  0.722
O -2.08 1.99 0.78  -0.719
O -0.63 2.39 -0.83  -0.774
H 0.91 -1.20 2.64  0.212
H 0.38 0.56 2.79  0.227
H 2.15 -0.04 2.48  0.199
H 0.65 1.01 0.52  0.262
H 1.85 -0.68 -1.15  0.206
H 2.30 -1.59 0.31  0.203
H 2.80 0.08 -0.03  0.201
H -0.20 0.07 -2.61  0.212
H -1.67 -0.97 -2.49  0.206
H -1.92 0.85 -2.63  0.230

Calculated values
charge = -1
SMILES = CC(C)C(=O)[C@@](C)(I)C(=O)[O-]
ΔE to the lowest compared entry with this formula, charge and spin = 0.275 eV
HOMO energy = -4.6 eV
gap between HOMO and LUMO = 7.65 eV



Computed, not measured: C7H10Li3N2O8 as an isolated structure, with ωB97M-V/def2-TZVPD.

Each line ends with the natural charge from an NBO analysis.
Cartesian coordinates (Å):
Li -0.43 2.53 -0.08  0.907
Li 2.72 2.25 -1.21  0.986
Li -0.39 2.78 -2.68  0.939
C -1.67 -1.31 3.20  -0.497
C -0.40 -1.71 3.06  0.355
C 0.65 -0.80 2.43  0.398
O 1.92 -1.06 2.21  -0.752
C 0.31 0.35 1.93  -0.540
C -1.04 0.86 1.97  0.440
C -2.13 -0.10 2.68  0.407
O -3.31 0.19 2.77  -0.653
O -1.42 1.97 1.49  -0.756
O -0.16 -2.83 3.61  -0.698
H -2.45 -1.97 3.56  0.207
H 1.01 0.99 1.41  0.147
O -1.81 3.23 -1.35  -1.374
H -2.53 3.46 -1.98  0.442
O 0.87 2.01 -1.53  -1.426
H 0.40 1.18 -1.30  0.471
O -2.50 0.14 -1.30  -0.907
H -2.36 -0.23 -2.18  0.443
H -1.85 -0.31 -0.76  0.468
C 2.49 -1.43 -2.31  0.731
O 3.48 -1.23 -2.98  -0.720
N 2.51 -1.56 -1.02  -0.814
N 1.31 -1.46 -2.74  -0.813
H 1.65 -1.67 -0.52  0.406
H 3.38 -1.41 -0.53  0.412
H 1.23 -1.43 -3.74  0.399
H 0.52 -1.45 -2.11  0.393

Calculated values
charge = -1
HOMO energy = -2.9 eV
gap between HOMO and LUMO = 2.99 eV



Computed, not measured: an isolated ion of composition C7H10N and charge +1, with ωB97M-V/def2-TZVPD.

Each line ends with the natural charge from an NBO analysis.
Cartesian coordinates (Å):
C -3.57 -0.47 -0.43  -0.342
C -1.12 -1.16 0.20  -0.313
C -3.59 -0.20 0.86  -0.124
C 0.14 -1.06 -0.06  0.488
C -2.23 -0.18 0.15  -0.096
C 2.21 0.10 0.68  -0.588
C 1.53 -0.91 -0.26  -0.587
N -1.67 1.23 -0.13  -0.704
H -3.99 -0.73 -1.37  0.255
H -1.50 -2.15 0.48  0.363
H 1.91 1.11 0.43  0.214
H 3.29 0.03 0.56  0.253
H 1.96 -0.10 1.72  0.236
H 1.96 -1.91 -0.06  0.350
H 1.76 -0.70 -1.31  0.278
H -0.95 1.47 0.56  0.424
H -2.47 1.88 -0.02  0.467
H -1.29 1.34 -1.08  0.425

Calculated values
charge = +1
ΔE to the lowest compared entry with this formula, charge and spin = 6.623 eV
HOMO energy (spin up / spin down) = -11.6 / -11.6 eV
gap between HOMO and LUMO (spin up / spin down) = 5.25 / 5.25 eV